# 1
Density functional theory data (ωB97M-V/def2-TZVPD) for a molecular structure, C54H69N4O4PRuSiTe at a distorted geometry.

Output
HOMO-LUMO gap (alpha / beta) (Ha): 0.1947 / 0.1946
Spin multiplicity: 1
ΔE to the lowest compared entry with this formula, charge and spin (eV): 3.3400

Last column: Löwdin charge in e.
Element x y z (Å)
Ru 0.1123 -0.7999 0.6182  0.733
N -1.5961 -10.6668 3.1647  0.153
C -1.3280 -9.5815 2.8952  -0.177
C -0.9919 -8.2178 2.5441  -0.227
C 0.0210 -7.9683 1.6234  -0.014
C 0.3234 -6.6664 1.2604  -0.018
C -0.3669 -5.5888 1.8170  -0.169
C -1.3625 -5.8542 2.7586  -0.020
C -1.6811 -7.1535 3.1159  -0.010
C -0.0339 -4.1744 1.4780  -0.039
C 0.0552 -3.7865 0.0792  -0.287
C -0.2340 -4.6656 -0.9264  0.024
C -0.1601 -3.9574 -2.2399  -0.185
C 0.6700 -2.7161 -1.8242  -0.224
N 0.3846 -2.5335 -0.3770  -0.105
C 0.2743 -3.3475 2.5179  -0.238
C 0.5809 -3.7879 3.8596  -0.002
C 1.1191 -2.7157 4.4860  -0.032
C 1.1067 -1.6415 3.5372  -0.143
N 0.5846 -1.9794 2.3842  -0.019
H 0.5732 -8.7973 1.2027  0.121
H 1.1309 -6.4776 0.5671  0.121
H -1.9039 -5.0233 3.1945  0.117
H -2.4651 -7.3496 3.8349  0.123
H -0.6417 -5.6617 -0.8113  0.115
H 0.3438 -4.5347 -3.0140  0.146
H 1.7259 -3.0242 -1.8862  0.159
H 0.4568 -4.7835 4.2590  0.115
H 1.5096 -2.6719 5.4933  0.103
H 1.5051 -0.6579 3.7186  0.088
C 0.0053 5.0965 2.3166  -0.050
C 0.8409 3.8899 1.9536  -0.297
O 0.0147 2.7338 2.0828  -0.323
P 0.3855 1.1546 1.9736  0.711
O -0.3654 0.7403 3.3359  -0.347
C -0.2838 1.4649 4.5678  -0.263
C -1.5345 2.2869 4.7934  -0.065
O 1.9730 1.3389 2.3868  -0.318
C 3.0557 0.5189 1.9297  -0.329
C 4.1641 0.5704 2.9548  -0.062
H 0.6051 6.0025 2.1882  0.083
H -0.3297 5.0401 3.3547  0.076
H -0.8683 5.1601 1.6655  0.074
H 1.7053 3.7976 2.6092  0.116
H 1.1951 3.9814 0.9292  0.062
H 0.6069 2.1009 4.5720  0.112
H -0.1749 0.7120 5.3499  0.119
H -1.6399 3.0429 4.0144  0.061
H -1.4859 2.7797 5.7688  0.080
H -2.4184 1.6443 4.7701  0.075
H 3.4219 0.9037 0.9778  0.073
H 2.7293 -0.4998 1.7574  0.084
H 4.4836 1.6035 3.1155  0.077
H 5.0185 -0.0123 2.6011  0.084
H 3.8335 0.1575 3.9107  0.075
C -2.8005 1.3256 1.0907  -0.203
Si -2.3559 -0.4333 0.4645  0.743
C -3.3121 -0.3896 -1.2729  -0.547
C -3.4223 -1.7622 -1.9920  -0.168
C -4.7356 0.1703 -1.1173  -0.095
C -2.5417 0.5837 -2.1799  -0.089
C -3.3362 -1.5483 1.7527  -0.613
C -3.2848 -3.0376 1.3953  -0.099
C -4.8228 -1.1781 1.8779  -0.104
C -2.6915 -1.3496 3.1290  -0.105
H -3.7999 1.3419 1.5411  0.022
H -2.8070 2.0481 0.2675  0.000
H -2.1089 1.6785 1.8514  -0.022
H -4.2669 -2.3401 -1.5935  0.108
H -1.3816 -1.7107 -1.7983  0.052
H -3.6170 -1.5903 -3.0609  0.115
H -5.3925 -0.5265 -0.5994  0.051
H -5.1636 0.3447 -2.1159  0.087
H -4.7511 1.1244 -0.5779  0.070
H -1.4864 0.3178 -2.2829  0.049
H -2.5772 1.6036 -1.7851  0.053
H -2.9901 0.5944 -3.1838  0.091
H -3.7849 -3.2422 0.4423  0.074
H -3.8001 -3.6299 2.1706  0.087
H -2.2572 -3.3948 1.3283  0.045
H -5.3971 -1.5231 1.0160  0.061
H -4.9942 -0.1057 1.9906  0.062
H -5.2405 -1.6719 2.7685  0.083
H -1.6294 -1.5934 3.1193  0.041
H -3.1916 -1.9955 3.8698  0.086
H -2.7865 -0.3107 3.4628  0.062
C 6.4433 6.1195 -3.3634  -0.043
C 5.5267 5.0134 -2.9096  -0.257
C 5.0490 4.0574 -3.7922  -0.019
C 4.1294 3.0795 -3.4121  -0.285
C 3.8712 1.9949 -4.4285  -0.056
C 3.6056 3.1324 -2.0985  -0.270
Te 1.8610 2.1161 -1.2619  1.935
N 0.7139 0.2069 -1.0014  -0.233
C 1.1708 -0.2258 -2.1346  -0.658
O 2.0036 0.4449 -2.8405  -0.183
C 0.5766 -1.4868 -2.6956  -0.123
C -2.1156 -2.4972 -1.7904  -0.195
C -1.6088 -3.6015 -2.7365  -0.216
C -1.5437 -3.2389 -4.1920  -0.053
C -0.7754 -2.2734 -4.6957  -0.071
C 0.0772 -1.3610 -3.9305  -0.023
C 0.2274 3.2497 -2.0006  -0.321
C -0.7551 3.3753 -1.0185  -0.167
C -1.8557 4.1915 -1.2108  -0.086
C -1.9848 4.8903 -2.4010  -0.058
C -1.0359 4.7211 -3.3990  -0.041
C 0.0732 3.8934 -3.2353  -0.270
C 1.0088 3.6889 -4.3957  -0.035
C 4.2285 3.9642 -1.1442  -0.296
C 4.0293 3.8619 0.3611  -0.087
C 5.1596 4.8997 -1.5770  -0.024
H 6.7284 5.9946 -4.4074  0.075
H 7.3490 6.1544 -2.7537  0.083
H 5.9440 7.0855 -3.2600  0.085
H 5.4008 4.0544 -4.8208  0.124
H 3.5883 2.4195 -5.3944  0.088
H 3.1299 1.2886 -4.1130  0.025
H 4.8041 1.4471 -4.5824  0.096
H -2.1227 -2.9297 -0.7933  0.074
H -2.2330 -4.4926 -2.6179  0.141
H -2.1376 -3.8385 -4.8771  0.107
H -0.8286 -2.0694 -5.7616  0.099
H 0.2849 -0.4155 -4.4209  0.115
H -0.6738 2.8095 -0.0960  0.061
H -2.6001 4.2878 -0.4286  0.112
H -2.8309 5.5473 -2.5610  0.109
H -1.1523 5.2418 -4.3437  0.113
H 0.5627 4.0629 -5.3169  0.086
H 1.2191 2.6265 -4.5159  0.072
H 1.9538 4.2090 -4.2357  0.080
H 3.2968 3.1144 0.6480  -0.030
H 3.7278 4.8198 0.7888  0.090
H 4.9798 3.5811 0.8176  0.093
H 5.6071 5.5609 -0.8384  0.127

***

# 2
Density functional theory data (ωB97M-V/def2-TZVPD) for 14 unconnected molecules or ions with the total composition C54H71F3O33 at a distorted geometry.

Output
HOMO-LUMO gap (Ha): 0.3460
Spin multiplicity: 1

Last column: Löwdin charge in e.
Element x y z (Å)
C 7.3626 2.8662 2.2617  -0.041
C 6.9513 2.5923 0.8071  -0.181
O 5.6201 2.0690 0.7486  0.021
C 4.7048 2.9823 0.9463  -0.721
O 4.8990 4.1236 1.0797  0.157
O 3.5136 2.3751 1.0072  -0.020
C 2.3682 3.2839 1.0886  0.012
H 6.5623 3.2936 2.8254  0.057
H 8.1585 3.6539 2.2926  0.097
H 7.7066 1.9465 2.7822  0.085
H 7.4886 1.8121 0.2830  0.125
H 6.9900 3.4957 0.2071  0.120
H 2.7270 4.2726 1.3214  0.085
H 1.7730 2.8682 1.9346  0.100
H 1.7655 3.2647 0.1535  0.105
C 0.5027 5.1155 -5.8262  -0.024
C 1.0298 3.6021 -5.6558  -0.174
O 1.5541 3.2733 -4.3736  -0.002
C 2.8525 3.4565 -4.1037  -0.589
O 3.6949 3.8975 -4.8544  0.129
O 3.1331 3.0593 -2.8701  -0.002
C 4.4420 3.2854 -2.4265  -0.042
H 0.1090 5.3737 -4.8247  0.076
H -0.2696 5.1767 -6.5740  0.059
H 1.3460 5.7541 -6.0609  0.066
H 1.8170 3.4604 -6.3883  0.114
H 0.3030 2.8247 -5.8310  0.103
H 4.7755 4.3318 -2.3887  0.118
H 5.1625 2.6972 -2.9944  0.100
H 4.4524 2.9741 -1.3862  0.072
C 0.3639 -2.1358 1.0271  -0.033
C 0.4958 -0.6075 0.9881  -0.160
O 0.5521 -0.2384 -0.4197  0.018
C -0.2424 0.7507 -0.8605  -0.600
O -0.8321 1.4981 -0.1388  0.122
O -0.1648 0.7921 -2.1771  0.020
C -0.8309 1.8985 -2.8102  -0.006
H 1.1606 -2.5121 0.3575  0.093
H -0.6460 -2.4828 0.7958  0.061
H 0.6434 -2.3672 2.0658  0.080
H 1.4435 -0.3516 1.4658  0.107
H -0.3233 -0.0757 1.4385  0.113
H -1.8442 2.0436 -2.3898  0.089
H -0.8944 1.5842 -3.8460  0.080
H -0.3261 2.8642 -2.7434  0.096
C -1.9006 -5.0465 5.3634  -0.146
C -2.7521 -5.5950 4.2647  -0.102
O -3.1380 -4.4182 3.5237  0.102
C -3.0356 -3.3984 4.3307  -0.563
O -3.4756 -2.3110 4.0816  0.143
O -2.3545 -3.7178 5.4879  0.069
H -0.8822 -5.0508 5.0649  0.102
H -1.9809 -5.5945 6.3038  0.142
H -3.6341 -6.0518 4.7534  0.141
H -2.2701 -6.3593 3.6541  0.132
C -0.5592 -2.6182 -2.7209  -0.090
C -0.4441 -4.0808 -3.0028  -0.100
O -1.1743 -4.7116 -1.9500  0.041
C -1.7919 -3.7626 -1.1905  -0.610
O -2.4602 -3.9684 -0.2119  0.126
O -1.4871 -2.5785 -1.6374  0.064
H -0.9788 -2.0468 -3.5504  0.128
H 0.3690 -2.1847 -2.4032  0.111
H 0.5611 -4.4785 -2.8521  0.130
H -0.7908 -4.4795 -3.9503  0.132
C 5.9331 -1.2721 1.8403  -0.105
C 4.5776 -1.2075 1.2102  -0.099
O 4.8590 -1.7713 -0.1171  0.055
C 6.1532 -1.7995 -0.3715  -0.594
O 6.6125 -2.0845 -1.4254  0.156
O 6.8851 -1.5747 0.7793  0.051
H 6.0394 -2.0624 2.6030  0.136
H 6.1811 -0.3050 2.2550  0.113
H 4.0617 -0.2437 1.1866  0.108
H 3.8674 -1.8435 1.7661  0.106
C 1.8689 2.3856 5.0938  -0.088
C 3.3104 2.8084 4.6734  -0.097
O 3.9022 1.6093 4.2852  0.073
C 3.0366 0.6409 4.1063  -0.598
O 3.2108 -0.4521 3.7372  0.180
O 1.8127 1.1204 4.4572  0.039
H 1.0530 2.9058 4.6976  0.096
H 1.6859 2.3091 6.1715  0.137
H 3.8755 3.2149 5.5168  0.134
H 3.3441 3.5230 3.8224  0.130
C -4.0145 1.5155 -4.7310  -0.109
C -3.4951 2.2756 -5.9194  -0.121
O -4.5261 2.2099 -6.8980  0.088
C -5.5498 1.5171 -6.4203  -0.605
O -6.5614 1.2786 -7.0078  0.158
O -5.3354 1.2006 -5.1483  0.059
H -4.1015 2.2006 -3.8941  0.124
H -3.4875 0.5968 -4.5205  0.124
H -2.5094 1.8212 -6.2122  0.138
H -3.2648 3.3217 -5.8609  0.121
C -1.9775 4.1528 1.0936  -0.103
C -3.4703 4.5023 0.8919  -0.111
O -3.8058 5.1032 2.0957  0.074
C -2.7227 5.3710 2.8439  -0.551
O -2.6831 6.0253 3.8645  0.118
O -1.6126 4.8319 2.2806  0.046
H -1.3064 4.4658 0.3273  0.117
H -1.7829 3.1003 1.3137  0.109
H -4.0720 3.6083 0.6534  0.111
H -3.7014 5.2317 0.1088  0.135
C -3.7203 -1.1497 0.3141  -0.109
C -4.3182 -0.2692 1.4660  -0.027
O -4.0977 1.1078 0.9395  0.037
C -4.1079 1.0495 -0.3943  -0.597
O -4.2160 1.9189 -1.1301  0.187
O -3.9401 -0.2960 -0.8086  0.018
H -4.2082 -2.1037 0.1792  0.125
H -2.6418 -1.2418 0.4691  0.108
H -3.9006 -0.3120 2.4648  0.104
H -5.4211 -0.4055 1.4650  0.139
C 3.6584 0.0418 -3.2181  -0.091
C 3.6061 -1.4616 -3.5592  -0.102
O 2.3429 -1.6017 -4.1011  0.081
C 1.7961 -0.4724 -4.4179  -0.586
O 0.7557 -0.2929 -4.9705  0.153
O 2.5722 0.5652 -3.9709  0.041
H 4.5502 0.5928 -3.4352  0.115
H 3.4718 0.2037 -2.1296  0.141
H 3.7111 -2.1377 -2.6810  0.136
H 4.3478 -1.8235 -4.2894  0.141
F -3.4153 -2.2047 -4.1374  0.057
C -4.5936 -2.8424 -4.0014  -0.291
C -5.7249 -2.1633 -3.9296  -0.017
C -6.9008 -2.8874 -3.7303  -0.066
C -6.8597 -4.2598 -3.5422  -0.070
C -5.5881 -4.9511 -3.5393  -0.051
C -4.4556 -4.2136 -3.7714  -0.012
H -5.7460 -1.1346 -4.1846  0.105
H -7.7916 -2.2642 -3.7188  0.112
H -7.7618 -4.7950 -3.3201  0.089
H -5.5358 -6.0265 -3.3252  0.109
H -3.4805 -4.5442 -3.5787  0.090
F 2.6306 -5.6795 -0.7146  0.083
C 2.3749 -5.4281 0.5488  -0.303
C 1.0668 -5.4807 0.9899  -0.032
C 0.8712 -5.2460 2.3014  -0.097
C 1.9261 -4.7480 3.1150  -0.071
C 3.2659 -4.6748 2.6349  -0.072
C 3.4753 -5.0457 1.3202  -0.020
H 0.2659 -5.8095 0.3383  0.125
H -0.1056 -5.5207 2.7060  0.098
H 1.6187 -4.5310 4.1020  0.076
H 4.0933 -4.2366 3.2315  0.115
H 4.4763 -5.0039 0.8734  0.126
F -1.1090 1.7575 4.2587  0.026
C -2.2029 1.7180 5.0818  -0.257
C -2.7758 0.4889 5.3526  -0.023
C -3.7829 0.4276 6.3260  -0.076
C -4.3016 1.6129 6.8118  -0.086
C -3.7821 2.8406 6.3404  -0.074
C -2.7226 2.9522 5.4613  -0.003
H -2.2786 -0.3575 4.9195  0.095
H -4.1441 -0.5543 6.6580  0.112
H -5.1136 1.6266 7.5457  0.104
H -4.0522 3.7704 6.7640  0.094
H -2.2424 3.8757 5.1797  0.105

***

# 3
Density functional theory data (ωB97M-V/def2-TZVPD) for 8 unconnected molecules or ions with the total composition C54H82F3IN12O5P.

Output
Charge: +1
HOMO-LUMO gap (Ha): 0.2018
Spin multiplicity: 1

Last column: Löwdin charge in e.
Element x y z (Å)
C 0.0396 -0.6053 3.2691  -0.070
C 1.4128 0.0707 3.3430  -0.167
C 2.4071 0.0092 2.1536  -0.295
C 3.2065 1.3020 1.9942  -0.018
N 1.8498 -0.5174 0.8526  0.062
C 1.0748 0.4335 -0.0746  -0.130
C 0.4251 1.6281 0.6518  -0.116
C 1.0827 3.0018 0.4215  -0.311
C 0.8138 3.9480 1.5856  -0.662
I 2.1228 5.6171 1.5523  0.874
C 0.0772 -0.3874 -0.9597  -0.301
C -1.2938 -0.5842 -0.2255  -0.125
C -2.5346 0.1494 -0.7449  -0.194
C -3.7598 -0.1295 0.1265  -0.181
C -4.8631 0.9107 -0.0716  -0.219
N -5.9311 0.8518 0.9207  0.020
C -6.7956 -0.2693 0.8424  -0.548
N -7.3991 -0.6420 -0.2001  0.140
N -7.0161 -0.9795 2.0468  0.103
C -0.0728 0.2819 -2.3606  -0.100
C -0.4402 1.7656 -2.5510  -0.042
C 0.6898 2.5695 -3.1580  -0.622
F 0.7999 2.3613 -4.4729  0.145
F 1.8972 2.2485 -2.6266  0.114
F 0.5228 3.8805 -2.9675  0.157
C 0.6375 -1.8062 -1.3236  -0.079
C 1.8692 -2.4172 -0.6216  -0.241
C 2.5065 -3.5053 -1.4992  -0.043
C 1.4658 -4.4217 -2.1130  -0.463
O 1.1490 -5.4564 -1.6055  0.124
O 0.9771 -3.9685 -3.2770  0.090
C -0.1749 -4.5832 -3.8680  -0.431
C -1.4168 -4.5232 -3.0286  0.037
O -0.0766 -4.9709 -4.9716  0.209
C 2.8460 -1.3937 0.0242  -0.458
O 3.5841 -0.5543 -0.8152  -0.106
N 3.1904 -0.5543 -2.2358  0.050
O 3.9617 0.0379 -2.8396  0.169
P 4.1403 -2.3595 1.1277  1.037
C 5.3103 -2.9248 -0.1788  -0.255
C 5.2447 -1.0389 1.7984  -0.278
H -0.2726 -0.8894 4.2734  0.090
H 0.0294 -1.5380 2.6912  0.080
H -0.7327 0.0522 2.8723  0.064
H 1.9326 -0.3084 4.2244  0.115
H 1.2420 1.1279 3.5708  0.105
H 3.0981 -0.7588 2.4776  0.055
H 4.0869 1.2658 2.6334  0.076
H 3.5619 1.4474 0.9723  0.093
H 2.6168 2.1745 2.2670  0.062
H 1.1500 -1.2044 1.1459  0.136
H 1.8078 0.8601 -0.7547  0.121
H 0.3511 1.4586 1.7250  0.087
H -0.6103 1.6954 0.3237  0.104
H 0.6705 3.4691 -0.4720  0.092
H 2.1537 2.9014 0.2547  0.074
H 0.9564 3.4766 2.5582  0.029
H -0.1983 4.3480 1.5553  0.049
H -1.1869 -0.3097 0.8263  0.084
H -1.5500 -1.6465 -0.2179  0.119
H -2.7493 -0.1655 -1.7709  0.125
H -2.3717 1.2301 -0.7731  0.096
H -4.1640 -1.1173 -0.1147  0.123
H -3.4586 -0.1241 1.1821  0.116
H -5.3110 0.7837 -1.0593  0.112
H -4.4360 1.9186 -0.0601  0.118
H -5.5254 0.8830 1.8479  0.105
H -7.1727 -0.0311 -0.9828  0.048
H -6.5313 -1.8675 2.0587  0.087
H -6.7501 -0.4513 2.8679  0.074
H 0.8688 0.1151 -2.8858  0.103
H -0.8016 -0.3238 -2.9024  0.128
H -1.2560 1.8408 -3.2732  0.142
H -0.7851 2.2988 -1.6715  0.103
H 0.8373 -1.8270 -2.3932  0.106
H -0.1641 -2.5319 -1.1682  0.112
H 1.5019 -2.9758 0.2520  0.147
H 3.1542 -3.1049 -2.2794  0.134
H 3.0802 -4.1700 -0.8620  0.095
H -1.7393 -3.4844 -2.9243  0.089
H -2.1869 -5.1013 -3.5319  0.103
H -1.2480 -4.9358 -2.0359  0.088
H 5.3094 -2.3067 -1.0765  0.050
H 5.1397 -3.9630 -0.4367  0.012
H 6.3046 -2.8651 0.2626  0.047
H 5.3094 -0.1654 1.1470  0.054
H 6.2359 -1.4858 1.8682  0.048
H 4.9544 -0.7355 2.8044  0.026
N -2.7417 9.4408 1.2217  0.011
C -3.3660 8.2748 0.8805  -0.137
C -2.4339 7.2718 0.9286  -0.116
C -1.1962 7.8592 1.3126  -0.121
C -1.4213 9.1991 1.4849  -0.149
H -3.1850 10.3403 1.2668  0.149
H -4.4137 8.2553 0.6348  0.109
H -2.6225 6.2336 0.7084  0.080
H -0.2486 7.3631 1.4473  0.000
H -0.7520 9.9956 1.7651  0.107
N 4.9598 -8.3583 1.2588  0.013
C 3.6567 -7.9856 1.0875  -0.129
C 3.6027 -7.1242 0.0239  -0.131
C 4.9321 -6.9820 -0.4679  -0.121
C 5.7456 -7.7559 0.3181  -0.134
H 5.2889 -8.9943 1.9625  0.149
H 2.8771 -8.3740 1.7199  0.113
H 2.7092 -6.6671 -0.3685  0.063
H 5.2565 -6.4033 -1.3180  0.086
H 6.8053 -7.9391 0.2754  0.109
N -0.1234 10.1928 4.6870  -0.002
C -0.1371 11.5389 4.9312  -0.144
C 0.9860 11.8461 5.6517  -0.110
C 1.7050 10.6360 5.8510  -0.112
C 0.9942 9.6349 5.2443  -0.145
H -0.8271 9.6868 4.1789  0.119
H -0.9394 12.1623 4.5751  0.104
H 1.2618 12.8273 5.9994  0.091
H 2.6354 10.5167 6.3803  0.089
H 1.1880 8.5791 5.1620  0.101
N 6.0033 0.6296 5.8199  0.005
C 6.3481 -0.2049 6.8479  -0.129
C 5.1972 -0.6102 7.4683  -0.101
C 4.1109 0.0078 6.7916  -0.113
C 4.6416 0.7623 5.7789  -0.166
H 6.6528 1.0840 5.2046  0.144
H 7.3789 -0.4352 7.0549  0.111
H 5.1395 -1.2671 8.3194  0.095
H 3.0641 -0.0857 7.0301  0.089
H 4.1664 1.4006 5.0521  0.091
N -10.9614 -0.4911 -2.6193  -0.007
C -10.7159 -0.9943 -1.3692  -0.142
C -11.9268 -1.2636 -0.7890  -0.113
C -12.9389 -0.9086 -1.7233  -0.115
C -12.3111 -0.4351 -2.8433  -0.149
H -10.2587 -0.2055 -3.2747  0.137
H -9.7106 -1.1186 -1.0007  0.070
H -12.0722 -1.6707 0.1976  0.088
H -14.0042 -0.9926 -1.5879  0.088
H -12.7076 -0.0676 -3.7741  0.102
N 0.3654 -8.3922 -2.0866  0.009
C -0.8154 -9.0536 -2.2873  -0.148
C -0.6027 -10.3830 -2.0372  -0.111
C 0.7649 -10.5276 -1.6779  -0.107
C 1.3378 -9.2836 -1.7246  -0.136
H 0.4941 -7.4013 -2.1910  0.096
H -1.7061 -8.5267 -2.5858  0.099
H -1.3407 -11.1643 -2.1075  0.090
H 1.2730 -11.4438 -1.4268  0.090
H 2.3467 -8.9621 -1.5312  0.091
N 0.5969 2.2091 -7.6778  -0.004
C 1.9368 2.3532 -7.4355  -0.153
C 2.5938 2.2082 -8.6278  -0.108
C 1.6124 1.9674 -9.6278  -0.107
C 0.3910 1.9755 -9.0108  -0.140
H -0.1239 2.2706 -6.9838  0.128
H 2.3063 2.5527 -6.4455  0.091
H 3.6595 2.2715 -8.7706  0.091
H 1.7850 1.8104 -10.6790  0.092
H -0.6008 1.8386 -9.4061  0.105

***

Q: Look up the spin multiplicity of the second one.
A: 1